Entry 1:
DFT (the ωB97M-V functional and the def2-TZVPD basis) results for an isolated molecule of C4H8N2O.

Results
SMILES: C[C@@]1(C(N)=O)CN1
Relative energy (zero: lowest compared OMol25 entry of this formula, charge and spin) in eV: 1.362
LUMO level in eV: 0.946
Highest occupied orbital energy in eV: -9.671

Geometry as ORCA input:
```
! RIJCOSX wB97M-V def2-TZVPD def2/J DEFGRID3
* xyz 0 1
C -1.141 -1.304 0.184
C -0.216 -0.135 -0.079
C 1.256 -0.437 0.132
N 2.150 0.443 -0.416
O 1.606 -1.401 0.788
C -0.707 0.939 -0.980
N -0.543 1.202 0.443
H -2.163 -0.940 0.335
H -1.160 -1.990 -0.670
H -0.824 -1.873 1.060
H 1.846 1.380 -0.632
H 3.089 0.362 -0.052
H -0.041 1.476 -1.653
H -1.716 0.813 -1.373
H -1.433 1.178 0.934
*
```

***

Entry 2:
DFT (the ωB97M-V functional and the def2-TZVPD basis) results for an isolated molecule of C4H8N2O in a non-equilibrium geometry.

Results
Relative energy (zero: lowest compared OMol25 entry of this formula, charge and spin) in eV: 5.272
LUMO level in eV: 0.916
Highest occupied orbital energy in eV: -8.261

Geometry as ORCA input:
```
! RIJCOSX wB97M-V def2-TZVPD def2/J DEFGRID3
* xyz 0 1
C 1.401 -0.787 -0.266
C 0.122 -1.028 -0.547
C 1.665 0.386 0.470
C -0.410 1.103 0.411
N -0.883 -0.113 -0.246
N -2.200 -0.650 0.178
O -0.368 2.254 -0.359
H 2.103 -1.527 -0.340
H -0.261 -1.821 -1.140
H 2.165 0.032 1.439
H 2.053 1.268 -0.044
H -0.906 1.324 1.435
H -2.499 -1.221 -0.617
H -1.965 -1.338 0.831
H -0.017 2.118 -1.205
*
```

***

Entry 3:
DFT (the ωB97M-V functional and the def2-TZVPD basis) results for an isolated molecule of C4H8N2O in a non-equilibrium geometry.

Results
SMILES: C[C@H]1CC(=O)N1N
Relative energy (zero: lowest compared OMol25 entry of this formula, charge and spin) in eV: 2.626
LUMO level in eV: 0.942
Highest occupied orbital energy in eV: -9.613

Geometry as ORCA input:
```
! RIJCOSX wB97M-V def2-TZVPD def2/J DEFGRID3
* xyz 0 1
C 1.516 -0.087 0.946
C 0.482 0.434 0.040
C 0.342 0.414 -1.459
C -1.010 -0.187 -1.283
O -1.998 -0.409 -1.917
N -0.722 -0.384 0.074
N -1.587 -0.498 1.237
H 1.597 -1.210 0.929
H 1.274 0.231 1.965
H 2.512 0.373 0.832
H 0.293 1.503 0.350
H 0.223 1.404 -1.867
H 1.220 -0.094 -1.898
H -2.345 0.005 0.822
H -1.798 -1.494 1.228
*
```

***

Entry 4:
DFT (the ωB97M-V functional and the def2-TZVPD basis) results for a structure of composition C4H8N2O in a non-equilibrium geometry.

Results
Relative energy (zero: lowest compared OMol25 entry of this formula, charge and spin) in eV: 5.355
LUMO level in eV: 0.854
Highest occupied orbital energy in eV: -7.471

Geometry as ORCA input:
```
! RIJCOSX wB97M-V def2-TZVPD def2/J DEFGRID3
* xyz 0 1
C -1.126 -0.487 -0.042
C 0.281 -0.886 0.364
C 0.727 0.502 0.542
C 1.890 1.111 -0.421
N -1.092 0.791 0.051
N -2.166 -1.292 -0.257
O -1.786 1.790 0.035
H 0.225 -1.438 1.401
H 0.952 -1.389 -0.268
H 0.742 0.891 1.610
H 1.768 0.630 -1.428
H 2.766 0.745 -0.055
H 1.923 2.127 -0.471
H -1.986 -2.241 -0.687
H -3.118 -0.853 -0.375
*
```